Entry 1:
ORCA calculation (ωB97M-V/def2-TZVPD) on a 12-piece molecular cluster, C44H108N20O12 overall.

CARTESIAN COORDINATES (ANGSTROEM)
C  1.21255  1.30397  7.88181
C  2.41049  -1.60684  11.37089
H  1.98251  -0.67760  -10.45789
H  1.51725  -2.05356  11.80754
O  7.76240  -3.20628  4.36637
N  1.99842  9.71342  -1.74228
H  -4.38855  7.32885  7.36638
O  -0.20740  10.24132  -1.65815
H  1.32817  -1.54973  -4.44209
N  -0.48085  -1.74344  -8.93778
H  5.38593  -5.20083  -9.05797
H  -3.50679  4.08335  -7.20746
H  -3.07788  5.94863  5.19696
C  0.74877  9.60001  -2.17816
N  0.92651  0.00751  10.03447
H  0.56394  -2.85077  7.41189
H  -5.37424  5.44744  2.09485
H  2.14779  0.86471  7.53471
H  2.52388  -2.25225  -3.34267
H  -7.49386  8.86710  6.17457
H  3.45638  0.54989  -0.25229
H  -0.82726  -0.64712  -1.32635
H  2.13385  -1.22866  1.01572
H  -0.24787  5.23735  -6.82588
C  -0.21399  -0.85824  8.04894
N  1.62590  0.36383  -2.53134
H  -3.82394  -8.75268  -4.80707
H  7.62208  -0.21657  4.49330
H  0.70074  -0.73140  0.71615
C  -4.55469  4.24351  4.13354
H  -3.10981  8.24297  5.53150
H  -7.70699  5.78401  4.68878
O  4.15143  -7.78139  -3.29748
H  -6.37439  5.93011  8.00676
N  3.91646  -9.91540  -3.05138
C  1.59621  -1.61103  -1.03133
H  -5.72047  -6.08467  -2.52278
C  2.38421  0.70102  -0.12698
H  7.54960  -1.95185  2.00097
H  -1.94137  5.14390  -6.23105
H  -8.17912  -5.48196  -6.77948
C  -1.06933  1.15946  9.26120
C  0.66806  -1.73425  -9.49029
O  -0.63271  3.60309  -8.53751
H  -0.23628  8.86418  -3.72354
C  0.23515  1.86265  -0.92564
H  -3.32504  -7.38809  -3.60563
C  -6.93362  -5.25129  -4.94922
C  0.95516  -0.98823  -2.34165
C  1.59029  -2.25179  9.18460
C  3.56819  -8.71763  -2.81850
H  2.35137  1.28937  0.79000
N  6.77297  0.18208  -3.04158
H  0.88169  -2.79740  9.80773
H  7.72274  -1.09492  5.92767
H  3.62037  0.59568  9.98059
C  -4.90327  7.80699  6.53299
H  2.02671  1.45277  10.53540
H  -6.67279  7.65527  8.18927
N  7.80505  -1.11297  4.92119
C  1.47201  -1.98957  -3.45520
O  7.63355  2.79018  2.38312
H  0.36366  0.09610  -10.34935
H  -0.48548  -2.39486  -8.16594
N  -1.19388  4.88511  -6.85904
H  0.33051  2.79716  -0.37273
O  7.20336  -1.35226  -1.70136
C  -5.77506  6.11173  2.86046
H  3.30446  -2.22113  11.47844
H  -3.15315  -6.85831  -6.45676
H  5.81582  0.10772  -2.72783
H  -1.35034  0.87372  10.27485
N  9.29157  3.07009  0.88733
H  -5.54167  -3.74215  -5.94715
H  -5.40438  3.64747  3.80056
H  2.20445  3.10910  -2.68762
H  2.45955  3.22612  -0.78828
C  0.94018  -1.92047  7.83743
H  2.07288  10.43158  -1.03601
H  9.92524  3.66158  0.36896
H  -6.46561  -3.18334  -4.53424
C  -7.61484  -6.06389  -6.05075
N  6.13498  -5.40960  -8.41343
C  -6.49140  -3.82076  -5.41806
H  -4.04631  3.79131  4.98511
C  7.71332  -2.05360  4.08446
O  1.16366  0.93338  -3.73406
N  8.18587  4.78957  1.46207
C  7.00340  -6.30342  -8.58423
H  -4.23013  -5.47057  -6.68385
C  1.65606  -0.69766  0.19240
N  -5.85650  -6.05937  -4.29266
C  -6.83242  6.79894  7.53405
H  -6.75363  8.56038  4.57892
H  -7.88509  6.52090  7.58579
O  1.46498  -2.67952  -9.41902
C  -3.75393  -6.10969  -5.94031
H  0.84761  -2.88281  -3.47375
H  -7.35037  -7.60267  -7.45826
H  -3.94804  4.22948  3.22807
C  -4.79480  -6.83031  -5.05390
H  -3.31538  6.78903  3.68637
C  8.33599  3.50219  1.68510
N  7.71266  -1.53283  2.90537
O  7.90218  -6.61376  -7.91028
H  9.41445  2.08469  0.70300
H  -7.18225  -3.29556  -6.07760
H  2.84632  9.32577  -2.13074
C  -5.58054  -7.71070  -6.09522
O  1.19934  1.07895  10.84736
H  -7.63617  -4.44968  -3.05234
H  2.15940  -9.39272  -1.54404
C  -5.07122  5.70004  4.29719
H  6.15343  -5.10521  -7.45056
H  8.60811  5.33970  0.72779
C  -1.48360  4.03809  -7.76611
H  4.40919  -9.98041  -3.93063
H  -0.20079  1.12170  -0.25552
H  -1.90918  0.88350  8.62354
H  3.57770  2.46361  -1.73230
C  0.28779  0.46438  8.80845
H  -4.77767  -8.10383  -6.71889
C  -4.09459  7.86979  5.25035
H  9.42709  -0.89326  -1.88662
C  7.64958  -0.49930  -2.41866
H  -1.13175  -0.97538  -9.01845
H  -8.46566  -6.63503  -5.67926
H  -5.06793  8.88027  6.62817
C  -7.16934  8.09768  5.47402
C  2.04306  -0.94178  9.95558
H  -3.00160  2.91475  -8.36171
H  5.91800  -6.78917  -10.20149
C  -6.67147  -6.89948  -6.97585
H  0.81904  -2.27465  -0.65222
H  7.15154  0.81944  -3.72756
O  -5.36057  -5.45496  -3.15169
C  1.58864  1.38471  -1.42308
H  -0.93737  -0.04719  -2.91322
H  1.45098  8.34694  -3.58910
H  0.73785  1.22242  6.90400
H  -4.88399  -8.36648  -3.59586
H  2.62141  -7.74718  -1.25463
H  1.25458  2.34510  8.20176
C  -8.05511  -4.90685  -3.94877
C  3.43436  -0.35881  9.48821
H  -1.01730  2.24274  9.37025
N  1.01214  -0.65910  -10.17835
H  -8.16840  7.76600  5.19124
C  -3.81112  6.50737  4.61535
C  2.51001  2.68303  -1.73200
H  7.53793  5.31335  2.03297
H  9.30591  0.61427  -2.82685
C  -0.54274  -0.89255  -2.34954
H  -0.47770  -0.56035  7.03414
H  2.33010  -2.41399  -1.10024
H  -6.04646  -8.68140  -5.92561
H  -6.22489  -6.19708  -7.67962
N  -6.01636  5.83232  5.38111
C  -4.09402  -7.89983  -4.18432
H  4.25813  -1.05081  9.66328
O  -7.18437  5.21346  5.25706
H  3.43784  -10.70741  -2.64671
N  0.64001  8.82477  -3.22289
H  2.37432  -3.00509  9.10758
H  -8.81458  -4.25691  -4.38337
N  2.75318  -8.60697  -1.76794
C  -6.23637  7.05783  6.17454
H  3.47615  -0.19184  8.41188
H  -2.96043  -5.57657  -5.41662
H  -5.68874  7.16671  2.60032
H  -1.02606  -1.26539  8.65133
H  -1.04587  -1.82450  -2.60726
H  2.65517  -0.74773  11.99553
H  2.01904  0.93997  -4.16980
H  7.36978  -7.75328  -9.88422
N  6.81961  -6.91486  -9.76399
N  -2.75167  3.66069  -7.72829
H  7.62150  -0.54186  2.73285
H  -8.64088  -5.71601  -3.51263
H  -6.80121  5.74580  2.89520
H  -4.42419  8.62417  4.53595
N  8.90495  -0.22708  -2.43768
H  1.59806  -1.33741  7.19297
H  -0.45764  2.01509  -1.75323

Cartesian forces (eV/Å) of the 6 atoms listed first:
C -1.411 -0.438 -0.793
C -0.971 2.523 0.272
H -0.446 0.452 -0.352
H 0.152 -0.225 -0.027
O -0.271 -3.646 0.362
N 1.804 1.037 1.977

Properties
- E_LUMO: -0.139 eV
- Total charge: 0
- ΔE to the lowest compared entry with this formula, charge and spin: 1139.8 kJ/mol
- SMILES string: CC1(C)CCCC(C)(C)N1O.CC1(C)CCCC(C)(C)N1O.CC1(C)CCCC(C)(C)N1O.CC1(C)CCCC(C)(C)N1O.NC(N)=O.NC(N)=O.NC(N)=O.NC(N)=O.NC(N)=O.NC(N)=O.NC(N)=O.NC(N)=O

***

Entry 2:
ORCA calculation (ωB97M-V/def2-TZVPD) on C44H110BHgN10O18 as an isolated structure.

CARTESIAN COORDINATES (ANGSTROEM)
H  7.80958  -0.61647  3.11674
C  -4.97888  2.95254  -8.76673
H  8.57347  -2.95629  1.15842
H  -5.45831  4.00477  8.11395
O  -3.07868  -4.38265  -7.02911
O  2.37300  2.10547  2.64995
O  0.66580  8.90483  4.36915
H  -0.31326  -3.08454  9.19131
N  -5.46455  6.09776  -1.35313
O  0.19929  -2.15738  -1.82342
H  2.55741  9.86176  4.49465
C  -2.01365  8.65471  5.85658
H  -4.55211  6.05660  -0.92203
O  1.09809  -3.89146  11.27881
H  -3.08683  3.61188  10.27700
O  -5.11046  3.30949  10.12915
C  3.17910  2.96410  -6.11792
H  9.26726  -1.52198  3.16226
C  -0.13540  0.26885  -1.50040
C  -7.70855  5.27788  -1.99442
O  -0.23676  1.05566  -0.46965
H  2.21857  -2.06248  8.51140
H  0.21574  -3.28476  -8.48965
C  3.72798  -7.19085  4.88062
H  6.20148  -2.56091  1.53836
C  4.72200  2.96223  -6.18382
C  4.34605  -5.98760  -5.89829
H  -4.16983  -4.47450  -5.27747
N  -0.65509  -3.23760  -7.98022
H  -0.59169  -4.77550  3.10163
N  4.46298  -3.67352  -5.02008
O  -0.35508  0.63757  -2.69007
C  6.34736  -4.28188  -6.38696
H  -3.86290  3.30621  8.31539
H  -2.68991  -5.18013  -5.20059
H  6.73524  -1.58283  5.58940
C  -5.55606  3.79851  -2.06653
H  -3.84403  0.93595  8.95942
H  2.03390  -2.55522  12.60298
H  5.26649  3.00762  -7.12698
H  0.09639  -7.14855  4.77028
H  -5.10595  2.41732  6.23607
H  -4.86268  1.06875  -6.52388
B  0.26962  0.26266  0.66528
H  5.07254  3.76807  -5.53896
H  -7.47159  5.30052  -3.05812
H  8.81287  -1.17791  -0.51366
O  3.71438  -6.52543  -7.03099
H  -5.23775  0.71669  10.04472
H  2.95633  2.80269  -5.06322
H  -2.29205  4.61905  -9.58880
H  -1.94151  8.70935  3.84101
C  -5.18033  1.42181  -8.59251
C  8.21720  -1.59937  2.88036
H  -5.37655  3.52948  -7.93180
C  4.80748  -4.49945  -6.11534
H  1.94914  -5.36247  3.15524
C  -1.57344  7.97181  4.55422
H  -0.42051  -3.83126  -7.19750
H  -7.94691  6.26829  -1.60667
H  -3.87267  5.27571  -9.32112
C  8.94899  -0.93624  0.54046
H  4.01914  -8.53756  -7.56010
H  2.71892  -4.12289  12.72839
H  -5.92908  6.94537  -1.06007
C  -0.80594  -4.78936  -9.90847
O  2.50855  -7.18026  4.10693
H  3.60273  -8.38849  -5.98473
H  4.21487  -8.14546  5.08002
C  -6.34329  4.92018  -1.32340
O  7.48200  -2.54216  3.63927
C  1.49950  1.46014  2.15916
O  1.65035  0.71149  1.00376
H  -4.81812  0.84972  -9.44670
Hg  -0.80427  1.15374  -8.10001
H  -3.93607  3.73344  11.74147
H  8.44948  -1.78170  5.51561
C  7.51636  -2.17338  5.11065
H  -1.42519  -5.66685  -7.34243
C  8.14266  -1.97251  1.34468
H  -5.63984  1.45233  -0.54732
H  2.51680  8.18110  5.25215
H  5.18968  -6.67253  -5.81305
H  -0.36472  -4.65997  4.78017
H  2.47314  -8.18576  -7.36773
N  -0.58632  -5.25176  3.99228
N  -4.42002  0.94708  -7.42351
H  0.12268  -5.28084  -9.61828
H  2.84542  -3.81094  10.45057
H  -6.81301  0.82506  -1.60631
H  -0.46674  5.49141  -5.89257
H  -3.80414  -6.11360  -6.19876
H  1.79762  -4.64504  9.50154
O  -0.62908  0.53930  1.79159
N  0.21457  -2.35899  8.72754
H  -1.21690  -5.61392  -10.49098
H  -2.34741  6.49761  3.49500
H  -4.49812  -0.04448  -7.59901
H  6.47218  -3.23356  -6.65814
H  8.72156  0.09830  0.79750
C  -0.01703  1.42319  2.52953
H  1.12277  6.06559  -5.48235
H  3.54923  -3.89261  -4.64969
H  -1.40340  9.51747  6.12363
H  4.46028  -6.52670  4.42155
O  -0.33553  1.96816  3.61758
H  4.19711  -4.12652  -6.93781
O  0.24036  -1.14163  0.19044
C  3.42274  -7.87729  -6.93045
H  -0.36900  -1.53582  8.77121
H  0.23137  -6.44083  1.85950
C  1.75920  -5.98475  4.02976
C  -3.34880  4.35257  -9.56909
H  -7.23339  2.31494  -0.61039
O  -6.22196  2.56422  -2.30946
O  1.01949  4.23717  -6.54190
C  -6.69207  1.12072  -8.33241
C  -1.58961  -4.15856  -8.74150
H  6.81911  -4.53608  -5.43779
H  2.70942  4.57044  -7.60965
C  -4.91063  0.71600  9.00496
H  6.75450  -4.86303  -7.21438
H  -6.97952  1.35254  -7.30687
H  -1.96075  7.98299  6.71337
H  -6.84417  0.07245  -8.58946
H  2.26262  -0.93168  10.78567
C  -2.26292  -5.23706  -7.89160
H  -2.34872  -3.55805  -9.24275
H  1.05713  -0.29635  9.69007
C  1.38268  -1.20195  10.20194
H  0.52896  4.60478  -4.60374
C  2.45371  4.33052  -6.57759
H  -5.27500  4.09538  -3.07697
H  -1.12929  -7.26963  2.51429
H  0.58537  -1.24031  10.94418
H  1.93114  -5.37008  4.91334
C  1.50285  -2.37082  9.27348
H  -4.60820  3.58556  -1.57226
H  -8.41815  4.47706  -1.78641
H  7.38284  -3.01193  5.79409
H  3.62567  -6.98733  5.94656
H  -7.35589  1.58887  -9.05925
H  -3.04604  8.98951  5.75567
C  1.83847  -3.70253  10.04756
H  -1.66941  6.00762  4.84128
O  -3.59420  3.13594  -8.94698
H  5.01478  -3.76752  -4.17938
H  3.22587  2.30370  -8.02116
H  -0.42763  -4.00102  -10.55925
H  0.47476  7.12823  5.21716
H  -5.50131  3.26867  -9.66964
H  6.43426  -1.00483  1.21579
H  10.02876  -1.08511  0.54613
H  2.80968  5.18153  -5.99692
N  2.76053  2.06397  -7.15740
H  -5.00943  -0.30111  8.62571
H  -4.10968  5.08245  10.60264
C  -4.89485  3.24944  8.66175
N  -2.29698  6.71205  4.48068
H  2.48793  8.41162  3.53920
H  -2.86800  -5.95968  -8.43915
N  6.74941  -1.93206  0.96877
H  -4.26389  1.16405  6.71297
C  1.77833  -3.61182  12.52299
C  -5.47591  1.87021  8.18009
H  -6.49836  4.66381  -0.27539
H  -6.52924  1.89057  8.45972
H  1.15628  -3.86677  13.38098
H  3.33775  1.27485  -6.90404
H  3.71543  -6.03283  -5.01039
C  -4.01909  3.99956  10.68772
C  0.14258  -1.21457  -1.05683
H  0.44479  -8.05332  2.71544
C  0.29862  -6.43177  3.97439
C  -6.47676  1.76618  -1.17115
H  -3.66093  4.05204  -10.56926
C  -0.06701  -7.09154  2.68148
N  -5.19413  1.55522  6.75483
C  0.51116  5.16510  -5.53853
H  5.00576  2.02885  -5.69764
C  2.14756  8.85192  4.47642
H  0.07059  7.24041  3.46440
C  -0.00871  7.72011  4.43996
C  -3.52796  -5.10434  -5.89343

Cartesian forces (eV/Å) of the 6 atoms listed first:
H -0.226 0.394 -0.637
C 0.401 -1.699 -0.583
H -0.163 -0.107 0.244
H -0.058 0.445 0.358
O 0.014 -1.342 -0.326
O -0.531 -0.526 0.196

Properties
- E_LUMO: -9.097 eV
- Total charge: +1
- ΔE to the lowest compared entry with this formula, charge and spin: 1133.8 kJ/mol